{"formula": "C39H89F2N11O41S2", "method": "ωB97M-V/def2-TZVPD", "symbols": ["N", "S", "O", "O", "F", "S", "O", "O", "F", "C", "C", "O", "N", "H", "H", "C", "H", "H", "H", "H", "H", "H", "C", "C", "O", "N", "H", "H", "C", "H", "H", "H", "H", "H", "H", "C", "C", "O", "N", "H", "H", "C", "H", "H", "H", "H", "H", "H", "C", "C", "O", "N", "H", "H", "C", "H", "H", "H", "H", "H", "H", "C", "C", "O", "N", "H", "H", "C", "H", "H", "H", "H", "H", "H", "C", "C", "O", "N", "H", "H", "C", "H", "H", "H", "H", "H", "H", "C", "C", "O", "N", "H", "H", "C", "H", "H", "H", "H", "H", "H", "C", "C", "O", "N", "H", "H", "C", "H", "H", "H", "H", "H", "H", "C", "C", "O", "N", "H", "H", "C", "H", "H", "H", "H", "H", "H", "C", "C", "O", "N", "H", "H", "C", "H", "H", "H", "H", "H", "H", "O", "C", "O", "O", "H", "O", "C", "O", "O", "H", "O", "C", "O", "O", "H", "O", "C", "O", "O", "H", "O", "C", "O", "O", "H", "O", "C", "O", "O", "H", "O", "C", "O", "O", "H", "O", "C", "O", "O", "H", "O", "C", "O", "O", "H"], "coordinates": [[-1.0375, -0.3024, 0.7343], [-0.0288, -1.2004, 0.0219], [1.3314, -1.2427, 0.5239], [-0.3742, -1.5471, -1.3769], [-0.6141, -2.5058, 0.7611], [-0.9371, 0.8686, -0.4767], [-1.9370, 0.7395, -1.5102], [0.4219, 1.3907, -0.8227], [-1.5657, 2.1173, 0.3682], [1.3557, -1.7882, -4.3480], [2.4720, -1.2263, -5.2011], [2.4297, -1.1454, -6.4294], [3.8384, -0.7597, -4.4880], [3.9777, 0.2407, -4.4873], [3.7939, -0.9067, -3.4897], [5.0102, -1.5212, -5.1721], [1.5017, -2.8466, -4.1319], [0.3489, -1.7740, -4.7652], [1.3371, -1.1741, -3.4476], [4.9802, -2.5345, -4.7715], [5.8568, -1.0684, -4.6560], [4.9890, -1.3991, -6.2550], [3.2179, 8.2135, 3.5256], [1.7997, 7.9542, 3.1502], [0.8993, 8.7230, 3.2660], [1.6094, 6.5594, 2.4387], [2.1725, 6.4489, 1.6075], [1.8437, 5.8570, 3.1256], [0.1778, 6.3129, 1.9458], [3.4427, 7.6718, 4.4444], [3.2971, 9.2794, 3.7395], [3.9648, 7.8007, 2.8475], [-0.1733, 7.1750, 1.3786], [-0.5304, 6.2836, 2.7739], [0.0557, 5.3380, 1.4740], [-3.6172, 4.2081, 1.8353], [-4.4767, 3.8315, 0.7008], [-5.5170, 3.2035, 0.8969], [-4.0875, 4.2171, -0.7876], [-3.0841, 4.2373, -0.9006], [-4.3544, 3.4840, -1.4291], [-4.7381, 5.4959, -1.1860], [-3.5709, 5.2964, 1.8747], [-2.5775, 3.8825, 1.8006], [-3.9501, 3.9161, 2.8313], [-5.8167, 5.3424, -1.1540], [-4.3066, 5.5830, -2.1831], [-4.4054, 6.2515, -0.4743], [2.6786, 0.8250, 3.3169], [1.4607, 1.4675, 2.6929], [1.4844, 2.4802, 1.9880], [0.0674, 0.8373, 2.8792], [-0.3122, 0.4111, 2.0460], [0.1881, 0.0044, 3.4376], [-0.9570, 1.6909, 3.6915], [3.0380, -0.1089, 2.8845], [2.4162, 0.6601, 4.3619], [3.4757, 1.5681, 3.3412], [-1.8598, 1.0816, 3.7328], [-1.1834, 2.4935, 2.9897], [-0.5571, 2.1055, 4.6169], [-0.6946, 3.1872, -4.2495], [-0.6245, 1.7849, -4.7894], [-0.2903, 0.8861, -4.0844], [-0.4800, 1.7045, -6.3035], [-0.6077, 0.7274, -6.5251], [-1.2270, 2.2163, -6.7510], [0.9110, 2.1676, -6.8833], [-0.8343, 3.1296, -3.1700], [-1.5808, 3.6177, -4.7157], [0.2289, 3.7236, -4.4673], [0.9552, 3.2488, -6.7525], [0.9359, 1.8987, -7.9393], [1.6988, 1.6797, -6.3093], [5.4559, -3.8732, 4.1843], [4.3106, -3.1573, 3.4362], [4.2558, -2.0100, 2.9698], [3.0291, -4.0127, 3.5198], [3.2840, -4.9206, 3.8815], [2.4326, -3.6863, 4.2666], [2.5380, -4.1644, 2.0403], [5.5564, -3.4280, 5.1741], [6.3714, -3.5973, 3.6609], [5.3419, -4.9521, 4.2896], [3.3298, -3.8788, 1.3477], [1.7978, -3.3663, 1.9835], [2.0117, -5.1068, 1.8881], [-2.9206, -5.0050, -2.5537], [-1.8939, -4.2122, -3.2822], [-0.6458, -4.2716, -3.2018], [-2.4260, -3.2360, -4.3219], [-1.8406, -3.1287, -5.1379], [-3.3422, -3.5081, -4.6486], [-2.4867, -1.8133, -3.8134], [-2.4825, -5.8148, -1.9702], [-3.7270, -5.3850, -3.1810], [-3.4406, -4.3789, -1.8287], [-1.5279, -1.3093, -3.6918], [-3.0006, -1.7512, -2.8541], [-3.1476, -1.3427, -4.5413], [-3.8594, -3.6797, 1.8744], [-3.8531, -2.4418, 1.0537], [-4.3025, -2.3667, -0.0750], [-3.2669, -1.2199, 1.8290], [-3.0273, -1.4125, 2.7911], [-2.3635, -0.9583, 1.4608], [-4.2012, 0.0488, 1.6793], [-4.5410, -4.4545, 1.5232], [-4.2137, -3.5000, 2.8894], [-2.8370, -4.0440, 1.9747], [-4.3296, 0.1764, 0.6044], [-3.7225, 0.9172, 2.1318], [-5.1472, -0.0972, 2.2006], [-0.6491, -6.0905, 0.6021], [-1.1401, -7.1899, 1.5429], [-1.5339, -7.0645, 2.6864], [-0.8119, -8.6193, 1.0871], [-1.3764, -9.3477, 1.5005], [-1.1175, -8.6839, 0.1266], [0.6887, -8.8572, 1.2947], [-0.4486, -6.4320, -0.4135], [0.3694, -5.7472, 0.7833], [-1.3450, -5.2571, 0.5057], [0.8310, -9.9183, 1.0898], [0.8828, -8.6103, 2.3385], [1.2279, -8.2322, 0.5828], [5.3933, 1.9597, -0.9976], [4.0278, 2.3984, -0.4759], [3.8233, 2.7105, 0.7086], [2.8766, 2.5430, -1.4584], [2.9744, 2.0959, -2.3587], [2.0609, 2.0696, -1.0969], [2.4433, 4.0400, -1.5957], [5.2626, 1.4646, -1.9598], [5.7302, 1.2078, -0.2840], [6.0876, 2.7760, -1.1969], [3.0790, 4.5800, -2.2974], [2.2439, 4.5795, -0.6699], [1.5180, 4.0232, -2.1715], [0.4200, 6.0093, -1.0423], [-0.8684, 5.7092, -1.0583], [-1.6405, 6.6577, -1.2905], [-1.3318, 4.5435, -0.8832], [0.2486, 6.9456, -1.1671], [1.5352, -3.9571, -1.0198], [2.1679, -5.0052, -1.5702], [2.8427, -4.8294, -2.5877], [2.2860, -6.0726, -0.9229], [1.8524, -3.2256, -1.5546], [3.9345, -1.8661, -0.1333], [4.1531, -1.2045, -1.2572], [3.1453, -0.6226, -1.6719], [5.2110, -1.1635, -1.8876], [3.0453, -1.5165, -0.2264], [-1.7681, 4.4321, 4.6722], [-2.2827, 5.5879, 5.0629], [-3.3558, 5.9090, 4.4731], [-1.6880, 6.1969, 5.9459], [-0.8853, 4.5284, 5.0367], [-3.1641, -0.3094, 5.5475], [-4.4040, -0.8408, 5.6997], [-5.3204, -0.3081, 6.3242], [-4.5360, -1.8255, 5.0727], [-2.9028, -1.0813, 5.0400], [-2.6108, -5.0435, 4.9406], [-3.6822, -5.6925, 5.3895], [-3.4799, -6.8107, 5.8655], [-4.8010, -5.1802, 5.3988], [-3.1398, -4.3681, 4.5097], [0.0277, -3.7402, 4.2144], [-0.3250, -2.4683, 4.0842], [-1.5808, -2.2506, 4.0863], [0.5672, -1.6695, 4.0170], [-0.7675, -4.1394, 4.5748], [4.2048, 3.6070, -5.6699], [4.3340, 2.5078, -4.8557], [5.4372, 1.8163, -4.8774], [3.3585, 2.1201, -4.1845], [3.4659, 4.1940, -5.4935], [-3.8492, 0.6766, -3.1575], [-4.4362, 1.7182, -3.6275], [-5.5164, 1.6190, -4.2090], [-3.9005, 2.8393, -3.3510], [-3.0219, 1.0491, -2.8438]], "total_charge": 0, "lumo_energy_ev": -2.34, "homo_energy_ha": -0.1845, "orbital_gap_ev": 2.68, "energy_ha": -6222.23010}


{"formula": "C36H39N7Zn", "method": "ωB97M-V/def2-TZVPD", "symbols": ["Zn", "C", "N", "C", "C", "N", "C", "C", "C", "C", "C", "C", "N", "C", "N", "C", "C", "C", "C", "C", "C", "N", "H", "H", "H", "H", "H", "H", "H", "H", "H", "H", "H", "H", "H", "H", "H", "C", "C", "C", "C", "C", "C", "C", "C", "N", "C", "C", "C", "C", "N", "C", "C", "C", "C", "C", "C", "C", "C", "H", "H", "H", "H", "H", "H", "H", "H", "H", "H", "H", "H", "H", "H", "H", "H", "H", "H", "H", "H", "H", "H", "H", "H"], "coordinates": [[-0.2930, 0.4355, -0.1746], [-1.8422, 3.0650, -0.8149], [-1.4575, 2.4315, 0.4515], [-2.6040, 2.0128, 1.2732], [-2.3059, 0.6941, 1.9242], [-1.4053, -0.1473, 1.4776], [-1.3621, -1.2062, 2.4070], [-0.5201, -2.3156, 2.5040], [-0.7045, -3.1673, 3.5759], [-1.6995, -2.9319, 4.5400], [-2.5224, -1.8275, 4.4672], [-2.3166, -0.9725, 3.3889], [-2.9009, 0.2470, 3.0427], [-2.0903, 1.9793, -1.8172], [-1.3064, 0.9234, -1.9182], [-1.7778, 0.2060, -3.0480], [-1.2744, -0.9135, -3.7080], [-1.9486, -1.3501, -4.8304], [-3.0924, -0.6909, -5.3097], [-3.5723, 0.4437, -4.6944], [-2.8776, 0.8751, -3.5706], [-3.0423, 1.9957, -2.7566], [-0.9995, 3.6587, -1.1653], [-2.6990, 3.7309, -0.7288], [-0.8604, 3.0560, 0.9814], [-3.4827, 1.9017, 0.6398], [-2.8483, 2.7519, 2.0326], [0.2399, -2.5138, 1.7572], [-0.0703, -4.0422, 3.6778], [-1.8170, -3.6278, 5.3629], [-3.2860, -1.6350, 5.2142], [-3.6282, 0.7202, 3.5510], [-0.3743, -1.4110, -3.3733], [-1.5765, -2.2152, -5.3661], [-3.5921, -1.0668, -6.1934], [-4.4405, 0.9722, -5.0719], [-3.7235, 2.7234, -2.8870], [3.2319, -1.1518, -2.4787], [2.1173, -2.1801, -2.5050], [2.1179, -3.1299, -3.5194], [1.0873, -4.0462, -3.6432], [-0.0006, -3.9671, -2.7909], [-0.0601, -3.0182, -1.7781], [-1.3431, -2.9193, -0.9812], [1.0471, -2.1758, -1.5998], [1.0664, -1.1815, -0.5467], [2.0496, -1.1514, 0.2690], [3.0791, -2.2273, 0.4248], [2.1974, 0.1050, 1.1379], [3.2891, 0.1591, 2.1585], [1.3876, 1.0555, 0.8928], [1.4570, 2.3351, 1.5586], [1.9378, 3.3878, 0.7734], [2.4326, 3.1319, -0.6326], [1.9685, 4.6593, 1.3284], [1.5128, 4.8811, 2.6231], [1.0340, 3.8215, 3.3765], [1.0032, 2.5212, 2.8647], [0.5156, 1.3911, 3.7502], [3.4333, -0.8105, -3.4914], [4.1666, -1.5751, -2.1030], [2.9901, -0.2753, -1.8783], [2.9433, -3.1394, -4.2257], [1.1179, -4.7990, -4.4233], [-0.8454, -4.6387, -2.9252], [-2.1919, -3.1159, -1.6383], [-1.4934, -1.9365, -0.5420], [-1.3845, -3.6509, -0.1724], [2.7744, -3.1437, -0.0717], [3.2480, -2.4259, 1.4855], [4.0388, -1.9127, 0.0044], [3.0568, -0.5303, 2.9779], [3.3972, 1.1580, 2.5694], [4.2412, -0.1577, 1.7316], [1.7353, 2.5132, -1.2058], [3.3955, 2.6078, -0.6275], [2.5753, 4.0697, -1.1683], [2.3600, 5.4848, 0.7397], [1.5388, 5.8805, 3.0446], [0.6882, 3.9897, 4.3946], [-0.5452, 1.5079, 3.9955], [1.0562, 1.4048, 4.7005], [0.6495, 0.4061, 3.3062]], "relative_energy_kcal_mol": 4.4, "total_charge": 2, "lumo_energy_ev": -5.96, "homo_energy_ha": -0.5048, "orbital_gap_ev": 7.77, "energy_ha": -3557.53607}


{"formula": "C4H8O3", "method": "ωB97M-V/def2-TZVPD", "symbols": ["C", "O", "C", "O", "C", "C", "O", "H", "H", "H", "H", "H", "H", "H", "H"], "coordinates": [[-2.6151, 0.0021, -0.5813], [-1.7976, 0.0851, 0.5862], [-0.4783, -0.0553, 0.3712], [-0.0122, -0.2325, -0.7337], [0.3111, 0.0095, 1.6505], [2.6381, 0.5228, -0.7311], [3.1626, -0.4278, -1.4714], [-2.5059, -0.9750, -1.0587], [-3.6391, 0.1439, -0.2356], [-2.3431, 0.7795, -1.3005], [-0.1540, 0.6989, 2.3587], [0.3306, -0.9846, 2.1105], [2.1447, 1.1692, -1.4920], [1.3337, 0.3087, 1.4102], [3.6246, -1.0447, -0.8831]], "relative_energy_kcal_mol": 85.4, "total_charge": 0, "lumo_energy_ev": 0.92, "homo_energy_ha": -0.3142, "orbital_gap_ev": 9.47, "energy_ha": -382.82868}


Which formula does entry 1 have?
C39H89F2N11O41S2